No. 1
{
  "formula": "C6H23O8",
  "method": "ωB97M-V/def2-TZVPD",
  "symbols": ["C", "H", "H", "H", "H", "C", "O", "H", "O", "O", "O", "C", "H", "H", "H", "H", "C", "O", "H", "C", "H", "H", "H", "H", "H", "H", "O", "C", "H", "H", "H", "H", "O", "H", "O", "H", "H"],
  "positions_angstrom": [[-1.225, -1.833, -0.276], [-1.812, -2.774, -0.388], [0.742, 0.010, 2.016], [-0.251, 0.996, 2.584], [2.317, 1.437, 1.673], [-0.582, 1.105, -1.792], [-0.216, 2.862, 2.028], [-3.797, 0.382, 0.297], [0.127, -0.397, -3.488], [1.978, 0.049, 0.718], [-1.329, -1.883, 3.491], [0.389, 0.063, -2.370], [-0.695, -1.115, 3.307], [2.408, -1.351, -2.803], [-3.835, -1.336, 0.496], [-0.386, -1.956, -0.997], [-3.173, -0.461, 0.491], [0.227, 0.169, 2.782], [1.577, -1.472, -4.002], [-1.156, 0.700, -0.440], [-0.004, 2.058, -1.727], [-1.575, -2.188, 2.630], [0.788, 2.760, 2.154], [-2.495, -0.634, -1.521], [-1.765, 1.524, -0.023], [-0.338, 2.968, 1.105], [1.415, -0.254, -1.689], [-2.039, -0.568, -0.527], [-0.337, 0.570, 0.311], [-2.813, -0.338, 1.518], [2.602, -0.672, 0.728], [-1.401, 1.283, -2.545], [2.295, 2.058, 2.484], [-0.760, -1.831, 0.732], [2.439, -1.798, -3.663], [1.881, 1.467, 3.180], [1.701, 0.014, -0.359]],
  "lowdin_charge": [-0.07, 0.09, -0.03, 0.04, 0.04, -0.11, -0.08, 0.06, 0.00, -0.16, -0.11, -0.64, 0.00, -0.02, 0.08, 0.08, -0.09, -0.06, 0.00, -0.19, 0.12, -0.03, 0.03, 0.14, 0.11, 0.00, -0.06, -0.41, 0.09, 0.08, 0.05, 0.12, -0.13, 0.07, -0.12, 0.06, 0.05],
  "e_above_lowest_kcal_mol": 0.0,
  "e_tot_ha": -844.4708,
  "homo_lumo_gap_ev": 9.30,
  "multiplicity": 1,
  "total_charge": -1
}



No. 2
{
  "formula": "C18H14GaN6O2S",
  "method": "ωB97M-V/def2-TZVPD",
  "symbols": ["C", "C", "C", "H", "N", "C", "C", "C", "O", "C", "C", "H", "H", "C", "S", "H", "C", "C", "H", "C", "C", "H", "C", "H", "H", "C", "H", "N", "C", "N", "H", "H", "H", "O", "Ga", "H", "C", "N", "N", "H", "C", "N"],
  "positions_angstrom": [[-1.330, 4.417, 0.251], [1.298, -0.374, 2.731], [2.634, -0.366, -0.610], [5.656, -0.592, -2.975], [2.081, 3.607, -0.749], [-4.158, -0.289, -2.212], [3.929, -0.576, -0.099], [-3.015, 0.056, -1.457], [-0.736, 0.002, -1.233], [2.435, -0.288, -1.987], [1.706, -0.777, 3.999], [1.116, -1.031, 6.034], [-1.800, 5.393, 0.205], [-0.002, 0.108, 2.518], [3.864, -0.701, 1.641], [0.351, 5.407, -0.582], [0.812, -0.705, 5.052], [-3.015, 0.675, -0.193], [1.432, -0.177, -2.370], [5.031, -0.653, -0.937], [0.835, 3.458, -0.281], [-1.320, 4.069, 1.287], [3.532, -0.382, -2.816], [-1.155, -0.154, 5.678], [6.019, -0.807, -0.534], [4.818, -0.541, -2.298], [2.707, -1.158, 4.137], [-1.817, -0.220, -1.866], [-0.472, -0.226, 4.845], [-2.319, 1.062, 0.660], [2.676, 2.797, -0.817], [-1.909, 3.710, -0.348], [-1.892, 0.540, 3.425], [0.453, 2.332, 0.146], [-0.233, 0.616, 0.585], [3.391, -0.339, -3.886], [-0.886, 0.172, 3.578], [0.025, 4.512, -0.255], [1.674, -0.273, 0.361], [2.419, 4.478, -1.122], [2.158, -0.434, 1.571], [-5.116, -0.568, -2.770]],
  "lowdin_charge": [-0.04, -0.25, -0.29, 0.11, 0.22, -0.15, -0.43, -0.28, -0.11, 0.00, -0.03, 0.11, 0.10, -0.12, 1.18, 0.16, -0.05, -0.03, 0.11, -0.07, -0.50, 0.10, -0.06, 0.11, 0.12, -0.07, 0.10, 0.07, -0.05, 0.21, 0.12, 0.08, 0.10, 0.03, 0.53, 0.11, -0.08, 0.05, 0.05, 0.13, -0.49, 0.20],
  "e_above_lowest_kcal_mol": 21.1,
  "e_tot_ha": -3496.1271,
  "homo_lumo_gap_ev": 8.27,
  "multiplicity": 1,
  "total_charge": 1
}



No. 3
{
  "formula": "C3H5NO",
  "method": "ωB97M-V/def2-TZVPD",
  "symbols": ["H", "H", "H", "C", "C", "H", "C", "O", "H", "N"],
  "positions_angstrom": [[2.321, 1.031, -0.638], [0.879, 0.006, 0.797], [-2.225, -1.116, 1.134], [1.328, 0.781, -0.991], [-1.182, -0.763, 1.057], [1.017, 0.986, -2.007], [-0.772, -0.213, -0.187], [-0.416, -0.850, 2.028], [-1.393, -0.054, -1.057], [0.518, 0.216, -0.149]],
  "lowdin_charge": [0.08, 0.15, 0.11, 0.04, -0.32, 0.08, -0.12, -0.06, 0.10, -0.06],
  "e_above_lowest_kcal_mol": 40.8,
  "e_tot_ha": -247.2422,
  "homo_lumo_gap_ev": [8.04, 8.04],
  "multiplicity": 1
}



No. 4
{
  "formula": "C2H5N4",
  "method": "ωB97M-V/def2-TZVPD",
  "symbols": ["H", "N", "N", "H", "H", "H", "C", "N", "N", "C", "H"],
  "positions_angstrom": [[1.446, -0.949, 0.988], [-1.684, 0.546, 0.168], [0.668, 1.265, 0.184], [1.301, 1.875, -0.223], [-1.893, -1.653, 0.293], [-2.547, 0.974, 0.245], [1.120, -0.499, 0.004], [-0.219, -0.507, -0.514], [-0.345, 0.859, -0.630], [-1.332, -0.736, 0.123], [2.041, -0.784, -0.663]],
  "lowdin_charge": [0.13, 0.23, 0.14, 0.08, 0.17, 0.13, 0.08, -0.09, -0.01, 0.00, 0.15],
  "e_above_lowest_kcal_mol": 140.9,
  "e_tot_ha": -297.7289,
  "homo_lumo_gap_ev": 9.88,
  "multiplicity": 1,
  "total_charge": 1,
  "smiles": "c1[nH]n2[n+]1CN2"
}



No. 5
{
  "formula": "C20H57MgN10O10",
  "method": "ωB97M-V/def2-TZVPD",
  "symbols": ["H", "C", "H", "H", "H", "N", "H", "H", "H", "C", "C", "C", "C", "O", "H", "H", "N", "H", "H", "H", "H", "H", "H", "H", "H", "H", "N", "C", "O", "H", "H", "C", "H", "C", "H", "O", "Mg", "O", "H", "C", "O", "C", "H", "H", "H", "O", "H", "H", "H", "O", "O", "H", "H", "C", "H", "H", "H", "N", "H", "H", "C", "H", "H", "C", "N", "H", "H", "H", "H", "H", "H", "N", "H", "O", "H", "H", "H", "N", "H", "C", "C", "H", "H", "H", "N", "C", "O", "H", "N", "H", "H", "N", "H", "C", "H", "C", "C", "C"],
  "positions_angstrom": [[3.372, 1.985, -4.349], [1.408, -0.372, -0.072], [-0.409, 4.834, -2.509], [-1.760, 0.037, 3.527], [1.941, -3.572, -1.679], [-4.335, 1.388, 0.543], [-0.521, -1.924, -0.858], [5.920, 1.372, -0.681], [1.808, -5.691, -3.432], [2.515, -4.935, -3.772], [3.204, 0.320, -3.442], [1.477, -0.353, 1.414], [-7.995, 3.171, -0.373], [2.714, -2.390, 6.869], [-4.777, 0.019, -0.871], [-2.010, 0.356, -2.832], [1.221, -4.278, 1.031], [1.364, 3.961, -4.216], [-2.811, 0.672, 4.757], [-2.257, 1.214, -0.121], [2.107, -5.750, 2.346], [-0.626, -0.147, -1.911], [2.410, -0.653, -0.396], [2.540, -2.734, -4.243], [0.804, -1.169, -0.506], [-3.457, -0.056, 3.123], [1.103, 2.514, 3.272], [4.346, 0.446, -2.451], [1.193, 0.857, -0.764], [-7.917, 3.057, 0.708], [-0.190, 3.103, -4.630], [-0.532, 3.786, -2.236], [0.922, 3.461, 2.970], [1.282, -5.495, 0.600], [0.764, -3.593, 0.447], [2.575, -3.173, -2.278], [2.133, 2.258, -1.731], [0.573, 2.996, -2.628], [1.993, 0.344, 5.637], [-2.911, 1.015, 0.727], [0.613, 0.989, 4.714], [0.712, 3.109, -4.019], [2.338, -7.018, 1.076], [3.468, -5.217, -3.325], [-1.174, 1.722, 1.762], [3.901, 1.259, -1.381], [-1.918, -3.034, -0.828], [0.737, 0.904, -4.162], [5.337, 0.767, -2.770], [1.078, -5.858, -0.549], [-2.774, 1.860, 3.105], [1.674, -1.326, 1.863], [-6.959, 0.631, -1.415], [-2.191, -1.448, -1.902], [-8.928, 2.698, -0.682], [2.001, -2.735, 4.631], [3.624, 0.036, -4.407], [-0.230, 2.983, 5.001], [-0.253, 3.847, 4.479], [-2.427, 2.949, 1.450], [2.095, -3.459, -3.561], [2.642, -5.039, -4.850], [4.784, 1.800, 0.505], [-6.547, 1.284, -0.645], [1.938, -1.755, 4.867], [4.613, -0.574, -2.175], [-6.832, 0.903, 0.336], [1.459, 1.816, 2.635], [-4.733, 1.588, -1.606], [-1.448, 3.504, -2.756], [-2.688, -0.013, 1.014], [2.452, -0.214, 6.343], [1.673, -4.033, 1.900], [-6.774, 2.752, -0.783], [0.461, -0.089, 1.706], [5.012, 0.100, -0.154], [1.037, -3.294, -3.761], [2.693, 1.726, -3.648], [1.221, -1.137, 4.516], [0.452, 2.123, 4.333], [-2.245, 1.921, 1.761], [2.138, 0.422, 1.800], [2.457, -0.400, -3.110], [1.637, 1.569, -5.433], [1.964, -6.148, 1.429], [-5.014, 1.068, -0.690], [-3.347, -1.685, -2.065], [-0.707, 3.604, -1.176], [-1.562, -0.332, -2.244], [2.631, 0.035, 7.305], [-0.829, 2.799, 5.793], [-1.433, -2.220, -1.176], [-8.058, 4.259, -0.403], [2.356, -1.546, 6.056], [-4.884, 1.239, 1.378], [-2.722, 0.525, 3.681], [4.896, 1.162, -0.371], [1.402, 1.739, -4.382]],
  "lowdin_charge": [0.14, -0.39, 0.11, 0.07, 0.05, -0.04, 0.05, 0.10, 0.07, -0.07, -0.12, -0.07, -0.18, 0.02, 0.10, 0.11, 0.16, 0.14, 0.09, 0.10, 0.12, 0.06, 0.09, 0.09, 0.06, 0.08, 0.19, -0.19, -0.35, 0.08, 0.15, -0.03, 0.11, -0.81, 0.09, -0.10, 0.87, -0.27, 0.04, -0.21, 0.00, -0.16, 0.14, 0.08, 0.09, -0.26, 0.13, 0.13, 0.14, 0.04, -0.21, 0.07, 0.12, -0.79, 0.09, 0.11, 0.14, 0.22, 0.12, 0.12, -0.32, 0.06, 0.11, -0.14, 0.16, 0.14, 0.11, 0.07, 0.11, 0.11, 0.10, 0.15, 0.11, -0.18, 0.07, 0.11, 0.11, -0.09, 0.08, -0.78, -0.23, 0.07, 0.13, 0.14, 0.18, -0.22, 0.07, 0.11, 0.18, 0.11, 0.14, 0.18, 0.09, -0.77, 0.11, -0.08, -0.05, -0.12],
  "e_tot_ha": -2296.0200,
  "homo_lumo_gap_ev": 6.03,
  "multiplicity": 1,
  "total_charge": 1
}



No. 6
{
  "formula": "C8H9NO3",
  "method": "ωB97M-V/def2-TZVPD",
  "symbols": ["O", "O", "C", "O", "C", "C", "C", "C", "H", "H", "H", "H", "H", "H", "C", "C", "H", "N", "H", "H", "C"],
  "positions_angstrom": [[-2.525, 0.110, -1.707], [0.999, -1.770, -1.408], [0.816, -0.769, -0.465], [-2.869, 0.618, 1.459], [-1.756, 1.409, 1.038], [-1.371, -0.266, -1.652], [-0.502, -0.181, -0.404], [3.384, -0.908, -0.034], [-1.558, 1.980, 1.892], [1.593, -2.446, -1.000], [0.625, 1.856, 2.077], [-0.792, -0.795, -2.501], [-3.195, 0.242, 0.635], [3.967, -0.209, -0.683], [1.980, -0.422, 0.274], [-0.550, 0.759, 0.667], [4.006, -1.030, 0.855], [1.882, 0.648, 1.109], [-2.112, 2.153, 0.202], [3.448, -1.842, -0.575], [0.666, 1.027, 1.338]],
  "lowdin_charge": [0.06, 0.00, -0.18, -0.03, -0.24, -0.16, -0.01, -0.02, 0.10, 0.12, 0.13, 0.15, 0.07, 0.10, -0.23, -0.15, 0.08, 0.12, 0.17, 0.06, -0.12],
  "e_above_lowest_kcal_mol": 49.1,
  "e_tot_ha": -590.6606,
  "homo_lumo_gap_ev": 8.45,
  "multiplicity": 1,
  "smiles": "Cc1ncc(CO)c(C=O)c1O"
}



- What is the multiplicity in the third record?
  1



- Which value of multiplicity does entry 5 give?
  1